103
Properties=species:S:1:pos:R:3:forces:R:3 method="wB97M-V/def2-TZVPD" charge=-2 total_energy_ha=-9834.3838 lumo_energy_ev=3.133 gap_ev=3.77 spin_multiplicity=1
Tl 1.024 0.532 1.371 0.2 0.3 1.0
S 0.471 -5.502 1.200 0.4 -0.3 -0.2
C 0.642 -7.209 1.262 -0.1 0.3 0.0
C 1.701 -7.639 0.526 -0.1 -0.2 0.0
C 2.395 -6.583 -0.104 0.0 0.4 0.0
C 1.867 -5.346 0.168 -0.5 -0.6 0.3
C 2.319 -4.036 -0.256 0.7 0.5 -0.6
C 1.753 -2.873 0.301 -0.1 -0.1 0.2
N 2.098 -1.652 -0.001 0.2 0.0 -0.4
C 3.036 -1.457 -0.949 -0.1 -0.9 0.2
C 3.699 -2.550 -1.559 0.0 0.6 0.1
C 4.721 -2.283 -2.525 0.1 0.0 -0.1
C 5.026 -1.018 -2.886 0.1 -0.1 -0.1
C 4.340 0.105 -2.323 -0.4 -0.4 0.4
C 4.621 1.416 -2.705 -0.2 0.7 0.2
C 3.915 2.466 -2.136 0.3 -1.0 -0.1
C 2.949 2.131 -1.163 0.0 0.3 0.0
N 2.683 0.916 -0.757 0.4 -0.6 -0.5
C 3.347 -0.119 -1.336 0.3 1.1 -0.4
C 4.165 3.854 -2.479 -0.1 0.8 0.0
C 5.108 4.378 -3.329 -0.1 -0.3 0.1
C 5.080 5.788 -3.395 0.0 0.2 -0.1
C 4.113 6.327 -2.604 -0.2 -0.2 0.2
S 3.226 5.128 -1.756 0.5 0.0 -0.2
C 3.331 -3.846 -1.192 -0.5 -0.2 0.5
H -0.050 -7.782 1.854 0.0 -0.1 0.0
H 1.986 -8.677 0.440 0.0 0.0 0.0
H 3.267 -6.733 -0.722 0.1 0.0 0.0
H 0.975 -2.970 1.054 0.0 0.1 0.1
H 5.244 -3.126 -2.961 0.0 0.0 0.0
H 5.803 -0.824 -3.616 0.0 0.0 0.0
H 5.392 1.605 -3.442 0.0 0.0 0.0
H 2.394 2.922 -0.659 -0.1 -0.1 0.1
H 5.810 3.778 -3.888 0.0 -0.1 0.0
H 5.756 6.374 -4.000 0.0 0.0 0.0
H 3.868 7.365 -2.458 0.0 0.1 0.0
H 3.831 -4.695 -1.643 0.0 0.0 -0.1
S 1.282 3.553 1.491 -0.1 0.3 -0.2
C -0.047 4.594 1.049 0.4 -0.2 -0.3
C -0.226 5.756 1.830 -0.3 0.1 0.0
C -1.185 6.698 1.531 0.2 0.0 0.2
C -2.003 6.536 0.422 -0.3 0.1 -0.2
C -1.863 5.399 -0.350 -0.1 0.0 -0.1
C -0.917 4.418 -0.059 0.2 0.3 0.5
As -0.944 2.781 -1.126 0.2 0.3 0.0
C -1.195 3.735 -2.848 0.1 -0.1 -0.1
C -2.371 3.963 -3.556 -0.1 -0.1 0.1
C -2.357 4.661 -4.756 0.0 0.1 -0.1
C -1.170 5.177 -5.253 0.0 0.1 0.0
C 0.010 4.977 -4.549 0.0 0.0 0.0
C -0.007 4.245 -3.375 0.0 -0.2 0.1
C -2.784 2.315 -0.683 -0.2 -0.2 -0.1
C -3.215 2.441 0.634 0.1 0.0 0.1
C -4.422 1.894 1.040 -0.1 0.0 0.0
C -5.249 1.262 0.123 0.0 0.0 -0.1
C -4.847 1.159 -1.202 -0.1 0.0 0.0
C -3.617 1.663 -1.591 0.3 -0.2 -0.1
H 0.420 5.884 2.688 0.0 0.0 0.0
H -1.294 7.573 2.164 0.0 0.0 0.0
H -2.750 7.282 0.175 0.0 0.0 0.0
H -2.507 5.270 -1.215 0.0 0.0 0.1
H -3.316 3.607 -3.166 0.0 0.0 0.0
H -3.280 4.812 -5.303 0.0 0.0 0.0
H -1.164 5.739 -6.179 0.0 0.0 0.0
H 0.942 5.391 -4.915 0.0 0.0 0.0
H 0.913 4.066 -2.831 0.0 0.1 -0.1
H -2.583 2.933 1.363 0.0 0.0 0.0
H -4.708 1.944 2.082 0.0 0.0 0.0
H -6.187 0.821 0.439 0.0 0.1 0.0
H -5.490 0.673 -1.928 0.1 0.0 0.0
H -3.273 1.505 -2.608 -0.1 0.0 0.0
Br -3.060 -4.752 -1.792 0.1 0.1 0.0
C -2.216 -3.205 -1.063 -0.1 0.0 0.0
C -1.377 -2.435 -1.851 0.0 -0.1 -0.1
C -0.817 -1.312 -1.263 -0.1 0.1 0.1
N -1.053 -0.949 -0.009 -0.4 -0.1 -0.4
C -1.862 -1.698 0.729 -0.1 0.0 0.1
C -2.477 -2.848 0.245 0.0 -0.1 -0.1
H -1.182 -2.673 -2.887 0.0 -0.1 0.0
H -0.164 -0.646 -1.823 0.0 -0.1 -0.1
H -2.028 -1.358 1.747 0.0 0.0 0.1
H -3.152 -3.426 0.859 0.0 0.0 0.1
F 3.908 -1.045 3.412 0.0 -0.2 0.2
B 3.613 0.012 2.609 -0.4 0.0 -0.4
F 4.759 0.718 2.410 0.3 0.2 -0.1
S -1.189 -3.566 7.928 0.1 -0.2 0.4
C -1.457 -2.698 6.534 0.0 0.1 -0.2
S -1.138 -0.989 6.439 -0.2 -0.5 -0.9
C -1.564 -1.005 4.666 0.0 -0.1 1.0
N -1.906 -2.203 4.306 -0.3 -0.2 -0.8
N -1.876 -3.136 5.318 0.2 0.5 0.7
C -2.354 -4.414 4.953 0.0 -0.1 -0.1
C -2.391 -4.723 3.589 0.1 0.0 0.1
C -2.933 -5.921 3.161 0.0 0.0 0.0
C -3.432 -6.835 4.077 0.0 -0.1 0.0
C -3.373 -6.539 5.429 0.0 0.0 -0.1
C -2.846 -5.337 5.875 0.0 0.1 0.0
S -1.538 0.367 3.726 -0.1 0.5 -0.1
H -1.998 -4.005 2.886 0.0 0.0 0.0
H -2.966 -6.142 2.102 0.0 0.0 -0.1
H -3.861 -7.769 3.739 0.0 0.0 0.0
H -3.752 -7.248 6.153 0.0 0.0 0.1
H -2.824 -5.116 6.927 0.0 0.1 0.0